C45H59AsN2O8P3Pt | the ωB97M-V functional and the def2-TZVPD basis

The calculation puts the energy above the lowest of the compared OMol25 structures with the same formula, charge and spin at 0.0 kJ/mol. The energy is -5840.6989 Eh. Its net charge is +1. The value obtained for the highest occupied orbital energy is -10.34 eV.

Last column: Mulliken charge in e.
Element x y z (Å)
Pt  -0.593  -0.383  0.151  2.52
C  -2.658  0.586  3.266  -1.13
C  -2.280  2.045  3.368  0.90
C  -2.585  2.639  4.724  -1.67
O  -0.829  2.206  3.185  -0.01
P  -0.112  2.325  1.794  -1.66
O  -0.838  1.659  0.663  -0.20
C  1.529  1.692  2.128  -0.71
P  2.609  1.566  0.676  0.78
O  2.079  0.717  -0.397  -0.93
O  3.982  1.029  1.232  -0.32
C  4.750  1.711  2.267  0.91
C  4.740  0.840  3.505  -1.38
C  6.139  1.946  1.717  -1.46
O  2.830  3.092  0.327  -0.36
C  2.945  3.640  -1.025  0.52
C  1.602  3.571  -1.724  -0.34
C  4.059  2.957  -1.793  -1.44
O  -0.011  3.850  1.450  0.03
C  0.210  4.895  2.455  0.76
C  1.406  5.715  2.021  -1.19
C  -1.066  5.699  2.550  -1.46
H  -3.737  0.490  3.393  0.51
H  -2.160  0.006  4.044  0.30
H  -2.386  0.172  2.296  -0.11
H  -2.771  2.621  2.579  0.28
H  -2.032  2.105  5.498  0.36
H  -3.651  2.549  4.935  0.42
H  -2.313  3.693  4.767  0.34
H  1.408  0.693  2.555  0.69
H  1.995  2.346  2.871  0.63
H  4.275  2.675  2.473  0.20
H  5.201  -0.123  3.286  0.34
H  3.723  0.659  3.855  0.29
H  5.300  1.321  4.307  0.41
H  6.575  1.000  1.395  0.33
H  6.777  2.382  2.486  0.42
H  6.112  2.624  0.865  0.29
H  3.210  4.681  -0.835  0.35
H  1.347  2.531  -1.933  -0.40
H  1.654  4.126  -2.662  0.64
H  0.820  4.007  -1.101  -0.01
H  3.831  1.901  -1.941  0.23
H  5.009  3.045  -1.267  0.31
H  4.166  3.431  -2.769  0.52
H  0.411  4.409  3.413  0.44
H  1.158  6.316  1.145  0.31
H  2.244  5.068  1.769  0.11
H  1.706  6.384  2.827  0.45
H  -1.301  6.143  1.582  0.32
H  -0.951  6.497  3.284  0.41
H  -1.903  5.069  2.854  0.26
O  0.166  -1.068  1.983  -0.41
N  0.233  -2.354  2.020  -0.62
N  -0.117  -2.952  0.971  1.03
O  -0.578  -2.334  -0.126  -0.31
C  -0.078  -4.392  0.902  0.15
C  0.561  -5.111  1.901  -0.40
C  0.576  -6.492  1.810  -0.53
C  -0.031  -7.135  0.740  -0.51
C  -0.664  -6.394  -0.246  -0.71
C  -0.694  -5.009  -0.173  -0.30
H  1.035  -4.600  2.725  0.46
H  1.070  -7.067  2.581  0.38
H  -0.009  -8.215  0.676  0.40
H  -1.142  -6.892  -1.079  0.41
H  -1.195  -4.418  -0.926  0.50
C  -1.894  1.641  -2.240  0.02
C  -2.585  1.890  -3.581  -1.13
As  -4.490  1.313  -3.707  0.35
C  -4.849  2.150  -5.432  0.23
C  -5.643  1.425  -6.316  -0.69
C  -5.957  1.933  -7.571  -0.63
C  -5.476  3.175  -7.953  -0.44
C  -4.682  3.908  -7.080  -0.74
C  -4.370  3.398  -5.829  0.10
C  -5.195  2.646  -2.457  0.07
C  -5.796  3.845  -2.826  -0.38
C  -6.267  4.725  -1.858  -0.72
C  -6.143  4.418  -0.511  -0.60
C  -5.568  3.213  -0.133  -0.69
C  -5.111  2.330  -1.100  0.21
P  -1.286  -0.036  -1.914  0.09
C  -2.638  -1.179  -2.288  1.57
C  -3.607  -1.394  -1.308  -0.70
C  -4.685  -2.223  -1.564  -0.96
C  -4.797  -2.855  -2.796  -0.69
C  -3.833  -2.650  -3.772  -0.95
C  -2.756  -1.813  -3.520  -0.49
C  0.049  -0.385  -3.077  0.54
C  0.750  0.650  -3.690  -0.69
C  1.854  0.372  -4.481  -0.79
C  2.268  -0.939  -4.661  -0.68
C  1.582  -1.975  -4.040  -0.79
C  0.482  -1.701  -3.245  -0.38
H  -2.540  1.898  -1.397  0.16
H  -1.021  2.292  -2.130  -0.15
H  -2.047  1.418  -4.406  0.57
H  -2.574  2.964  -3.763  0.77
H  -6.021  0.453  -6.021  0.37
H  -6.575  1.357  -8.247  0.39
H  -5.719  3.575  -8.929  0.39
H  -4.308  4.880  -7.374  0.39
H  -3.755  3.989  -5.162  0.34
H  -5.913  4.097  -3.872  0.39
H  -6.736  5.651  -2.162  0.41
H  -6.509  5.107  0.239  0.39
H  -5.493  2.953  0.916  0.49
H  -4.709  1.369  -0.794  0.31
H  -3.508  -0.915  -0.340  0.29
H  -5.433  -2.388  -0.800  0.49
H  -5.636  -3.509  -2.994  0.43
H  -3.921  -3.136  -4.735  0.47
H  -2.017  -1.644  -4.294  0.51
H  0.441  1.679  -3.561  0.46
H  2.394  1.182  -4.953  0.48
H  3.127  -1.155  -5.281  0.42
H  1.911  -2.997  -4.168  0.45
H  -0.029  -2.509  -2.735  0.42

Atomic forces in eV per Å
Pt -0.19 0.27 0.61
C 0.07 -0.02 -0.02
C -0.06 0.18 0.02
C -0.01 0.02 -0.01
O 0.12 -0.30 -0.03
P 0.02 0.30 0.27
O 0.25 -0.47 -0.32
C -0.05 0.07 -0.03
P 0.01 -0.11 -0.13
O 0.04 0.02 0.01
O -0.05 0.00 0.07
C 0.02 0.01 -0.01
C -0.01 -0.02 -0.03
C -0.01 0.00 -0.01
O 0.02 0.10 0.07
C 0.00 0.02 -0.01
C -0.03 -0.06 0.07
C 0.00 -0.01 0.02
O -0.05 -0.03 -0.14
C -0.04 0.03 0.04
C -0.02 -0.03 -0.06
C -0.01 -0.01 0.03
H 0.01 -0.01 0.02
H 0.00 0.01 0.00
H -0.01 -0.01 -0.03
H 0.01 -0.01 -0.02
H -0.01 -0.01 0.00
H 0.00 0.00 0.00
H 0.00 0.00 0.00
H 0.06 0.02 -0.01
H -0.05 -0.02 0.05
H 0.00 0.00 0.00
H 0.01 0.00 0.00
H 0.00 0.01 0.01
H 0.00 0.00 0.00
H 0.01 0.00 0.02
H 0.00 0.01 0.00
H 0.00 0.00 -0.01
H 0.00 -0.01 0.00
H 0.08 0.11 0.06
H -0.01 -0.01 -0.03
H 0.02 0.04 0.00
H -0.02 -0.01 -0.03
H 0.00 0.01 0.00
H 0.01 0.00 0.00
H 0.02 -0.04 -0.03
H 0.00 -0.01 0.00
H 0.05 -0.03 0.03
H -0.03 0.02 -0.01
H 0.01 0.01 0.00
H 0.00 0.01 -0.01
H 0.00 0.01 0.01
O -0.17 0.06 -0.04
N 0.05 -0.11 -0.06
N -0.02 0.11 0.04
O 0.17 -0.10 -0.05
C -0.01 0.02 0.02
C 0.02 -0.02 -0.02
C 0.00 0.01 0.00
C 0.00 0.00 0.00
C 0.01 0.00 0.00
C -0.02 0.00 0.02
H 0.00 0.00 0.00
H 0.00 0.00 0.00
H -0.01 0.00 0.00
H 0.00 0.00 0.00
H 0.01 -0.01 0.00
C 0.04 0.07 0.03
C 0.02 0.05 -0.02
As 0.07 -0.03 0.03
C -0.07 0.03 0.01
C 0.00 0.00 0.01
C 0.00 -0.01 0.00
C 0.01 0.01 -0.01
C 0.00 0.00 -0.01
C 0.02 -0.02 -0.01
C -0.02 -0.01 0.01
C 0.03 0.02 0.01
C 0.00 0.00 -0.01
C 0.01 0.00 0.00
C 0.01 0.00 0.00
C -0.03 -0.02 0.00
P -0.31 0.00 -0.24
C 0.11 -0.09 -0.06
C 0.01 0.02 0.02
C -0.02 -0.02 -0.01
C -0.01 0.02 0.00
C 0.00 0.02 0.00
C -0.04 0.06 -0.05
C 0.07 0.11 0.02
C -0.10 -0.06 -0.12
C 0.00 -0.02 0.02
C 0.01 0.02 0.00
C 0.00 -0.01 0.01
C 0.03 0.02 0.06
H 0.01 -0.01 0.00
H -0.03 0.00 0.07
H -0.03 -0.04 0.00
H 0.04 0.00 -0.04
H 0.00 0.00 0.00
H 0.00 0.00 0.00
H 0.00 0.00 0.00
H 0.01 0.00 0.00
H -0.01 0.01 0.00
H 0.01 0.00 0.00
H 0.00 0.00 0.00
H -0.01 0.00 0.00
H -0.01 -0.01 0.00
H 0.01 0.00 0.00
H 0.02 -0.02 0.01
H -0.01 0.01 0.00
H 0.00 0.00 0.00
H 0.00 -0.01 0.00
H 0.01 -0.01 0.01
H -0.04 -0.08 -0.07
H -0.01 0.01 -0.02
H 0.01 0.00 0.00
H 0.00 0.00 0.00
H -0.01 0.00 -0.02